<a>
Here is C2H4N2OS in the gas phase from OMol25. Energies are from ωB97M-V/def2-TZVPD.

The geometry in XYZ format:
```
10
Properties=species:S:1:pos:R:3:lowdin_charge:R:1
H 2.02981 -0.41346 0.21416 0.06
N 1.64218 -1.34792 -0.05331 0.12
C 0.39066 -1.22368 -0.17140 -0.32
N -0.34529 -0.02022 -0.05069 -0.43
S -2.08215 0.01786 -0.13985 0.83
C 0.21744 1.27403 -0.17970 -0.33
O 1.40512 1.62181 -0.05475 0.02
H -0.30056 -2.02661 -0.35034 0.09
H -2.36246 0.11951 1.15291 -0.14
H -0.59477 1.99868 -0.36702 0.10
```

## Properties
**Charge**: 0
**SMILES**: [H]/N=C\N(S)C=O
**HOMO energy**: -10.32 eV

=====

<b>
Here is C2H4N2OS in the gas phase from OMol25. Energies are from ωB97M-V/def2-TZVPD.

The geometry in XYZ format:
```
10
Properties=species:S:1:pos:R:3:lowdin_charge:R:1
O 1.77467 -1.24205 -0.50336 -0.07
C 1.88367 -0.11505 0.16086 -0.29
N 1.00348 0.93012 0.32146 0.03
C -0.30142 1.43986 -0.18445 -0.29
N -1.34419 0.80406 -0.40575 -0.33
S -1.55238 -0.81620 0.19230 0.70
H 2.76801 0.27707 0.73304 0.13
H 1.42050 1.54104 1.06573 0.14
H -0.41309 2.31875 -0.72838 0.09
H -0.24326 -1.22932 0.61136 -0.11
```

## Properties
**Charge**: 0
**SMILES**: O=CN/C=N\S
**HOMO energy**: -9.27 eV

=====

<c>
Here is 2 unconnected molecules or ions with the total composition C2H4N2OS from OMol25. Energies are from ωB97M-V/def2-TZVPD.

The geometry in XYZ format:
```
10
Properties=species:S:1:pos:R:3:lowdin_charge:R:1
C 1.67993 -1.57176 -0.41222 -0.27
C -1.84576 1.12557 0.48771 -0.06
N -0.28455 0.84581 -1.23054 0.11
N -0.94939 1.03804 -0.33757 -0.26
O 1.11417 0.40175 1.18977 -0.58
S 1.76344 0.09331 -0.09206 0.84
H 1.24767 -2.24701 0.27936 0.00
H 1.89329 -2.03654 -1.44096 0.05
H -1.68587 1.26399 1.52852 0.06
H -2.93293 1.08684 0.02799 0.12
```

## Properties
**Charge**: 0
**HOMO energy (alpha / beta)**: -8.54 / -8.54 eV

=====

So which one is most stable? That would be <a>, about 28.6 kcal/mol below the next structure.

=====

<a>
Here is 2 unconnected molecules or ions with the total composition C5H10NO2 from OMol25. Energies are from ωB97M-V/def2-TZVPD.

The geometry in XYZ format:
```
18
Properties=species:S:1:pos:R:3:lowdin_charge:R:1
C 0.00512 1.95404 0.10466 -0.18
C -0.40069 0.69764 0.15171 0.20
C -1.49936 -0.27472 0.21190 -0.50
C -2.75075 0.33865 -0.26489 0.01
C 2.25136 -1.84209 -0.48598 -0.09
N 1.42583 -1.14553 0.38943 0.11
O -1.38370 -1.40172 0.59379 0.12
O 1.23627 2.38752 0.14193 0.08
H -0.75540 2.76188 -0.06564 0.18
H -3.30833 -0.56174 -0.29543 0.09
H -3.25871 0.76552 0.66297 0.14
H -2.69079 1.02532 -1.18471 0.14
H 1.81936 -2.63031 -1.05682 0.09
H 2.78319 -1.12351 -1.10970 0.11
H 2.95780 -2.42551 0.13854 0.12
H 1.68291 -0.44898 1.12354 0.15
H 0.46343 -1.41101 0.54661 0.05
H 1.42244 3.33454 0.39810 0.18
```

## Properties
**Charge**: +1
**HOMO energy (alpha / beta)**: -14.50 / -13.42 eV

=====

<b>
Here is a gas-phase ion, C5H10NO2 (charge +1) from OMol25. Energies are from ωB97M-V/def2-TZVPD.

The geometry in XYZ format:
```
18
Properties=species:S:1:pos:R:3:lowdin_charge:R:1
C 0.22791 2.58542 1.12426 0.20
N 0.03145 1.47505 0.54824 0.05
C 0.74461 0.23126 0.82750 -0.12
C 1.17098 -0.50064 -0.46811 -0.13
C 0.16955 -1.58475 -0.91604 -0.07
C -1.22720 -1.04858 -0.84828 -0.51
O -1.61247 0.06187 -1.13235 0.09
O -2.06935 -1.95075 -0.31867 0.14
H -0.49823 3.35301 0.92057 0.13
H 1.07105 2.70207 1.78675 0.13
H -0.77074 1.35652 -0.08450 0.14
H 1.52131 0.51046 1.53950 0.13
H 0.16388 -0.50745 1.39013 0.15
H 2.17521 -0.88028 -0.31505 0.12
H 1.23207 0.25292 -1.25244 0.12
H 0.43103 -1.86165 -1.93972 0.15
H 0.22434 -2.45742 -0.28796 0.13
H -2.98540 -1.73706 -0.57383 0.15
```

## Properties
**Charge**: +1
**SMILES**: C=[NH+]CCCC(=O)O
**HOMO energy**: -14.89 eV

=====

<c>
Here is a gas-phase ion, C5H10NO2 (charge +1) from OMol25. Energies are from ωB97M-V/def2-TZVPD.

The geometry in XYZ format:
```
18
Properties=species:S:1:pos:R:3:lowdin_charge:R:1
N -1.45900 0.47859 0.44473 0.24
C -0.20822 0.92408 -0.37173 -0.22
C -0.80593 1.52094 -1.65338 -0.16
O -1.73312 2.27402 -1.50528 0.10
C 0.83676 -0.13624 -0.52808 -0.16
C 1.37636 -0.83149 0.82284 -0.10
C 0.50459 -1.96830 1.28451 -0.21
O -0.67484 -1.83797 1.51448 0.05
H -1.12336 0.31404 1.39245 0.16
H -1.80061 -0.39825 0.06026 0.16
H -2.12992 1.16523 0.11358 0.14
H 0.19128 1.87805 0.13372 0.20
H -0.38452 1.38046 -2.65464 0.15
H 0.75836 -0.89869 -1.32236 0.14
H 1.73137 0.15559 -1.08424 0.13
H 2.37876 -1.23027 0.53223 0.13
H 1.54764 0.11007 1.39432 0.14
H 0.99441 -2.89986 1.42660 0.12
```

## Properties
**Charge**: +1
**SMILES**: [NH3+][C@H](C=O)CCC=O
**HOMO energy**: -14.57 eV

=====

<d>
Here is a gas-phase ion, C5H10NO2 (charge +1) from OMol25. Energies are from ωB97M-V/def2-TZVPD.

The geometry in XYZ format:
```
18
Properties=species:S:1:pos:R:3:lowdin_charge:R:1
C -0.57182 -0.70858 -0.13125 -0.28
C 1.72938 0.20251 -0.16095 -0.07
C -1.57792 0.12759 0.22283 -0.27
C 3.10720 -0.37635 -0.39447 0.01
C -1.29779 1.60450 0.56126 0.03
N -2.79960 -0.38795 0.25992 0.21
O -0.92920 -2.04467 -0.30007 0.05
O 0.76480 -0.54676 -0.35011 0.14
H 1.58219 1.28909 0.08799 0.16
H 3.35912 -0.27345 -1.55813 0.16
H 2.95589 -1.32791 -0.03342 0.05
H 3.97183 0.20643 0.11847 0.14
H -2.28102 2.04081 0.50423 0.08
H -0.61769 2.04540 -0.21351 0.10
H -0.76164 1.64013 1.52488 0.11
H -0.25877 -2.44681 -0.95143 0.17
H -2.87979 -1.32099 0.32871 0.08
H -3.49519 0.27700 0.48503 0.12
```

## Properties
**Charge**: +1
**HOMO energy (alpha / beta)**: -12.12 / -12.12 eV

=====

So which one is most stable? That would be <b>, about 42.3 kcal/mol below the next structure.

=====

<a>
Here is 2 unconnected molecules or ions with the total composition C2H4BrN from OMol25. Energies are from ωB97M-V/def2-TZVPD.

The geometry in XYZ format:
```
8
Properties=species:S:1:pos:R:3:lowdin_charge:R:1
C 0.47319 -0.71011 -0.23575 -0.19
C 0.48982 0.70518 0.30395 -0.19
N -0.43462 -0.24573 0.71081 0.04
Br -3.16889 -0.05995 -0.29022 -0.14
H 0.24485 -0.79665 -1.31238 0.13
H 1.12647 -1.49543 0.09448 0.11
H 1.18162 1.21361 1.09186 0.15
H 0.08757 1.38909 -0.36273 0.08
```

## Properties
**Charge**: 0
**HOMO energy (alpha / beta)**: -9.51 / -9.52 eV

=====

<b>
Here is 2 unconnected molecules or ions with the total composition C2H4BrN from OMol25. Energies are from ωB97M-V/def2-TZVPD.

The geometry in XYZ format:
```
8
Properties=species:S:1:pos:R:3:lowdin_charge:R:1
C -0.44518 1.51704 -0.13959 -0.24
C 0.62180 -1.30073 0.36871 -0.51
N 0.69141 1.12806 -0.01327 0.06
Br -0.87986 -1.70506 -0.70788 0.58
H -0.65599 2.60802 -0.16075 0.08
H -1.22574 0.88749 -0.54463 -0.01
H 1.48324 -1.77719 -0.26042 0.03
H 0.41032 -1.35764 1.45783 0.01
```

## Properties
**Charge**: 0
**HOMO energy (alpha / beta)**: -9.37 / -8.58 eV

=====

So which one is most stable? That would be <b>, about 11.1 kcal/mol below the next structure.

=====

<a>
Here is C10H21NO2 in the gas phase from OMol25. Energies are from ωB97M-V/def2-TZVPD.

The geometry in XYZ format:
```
34
Properties=species:S:1:pos:R:3:lowdin_charge:R:1
C -3.30525 -0.17067 -0.12380 -0.14
C -2.01474 -0.35350 -0.92579 -0.27
C -0.92401 -1.10946 -0.15775 -0.33
C 0.17118 -1.64295 -1.11944 -0.23
C 1.04772 -2.80981 -0.67163 -0.12
C -0.38145 -0.35662 1.05535 -0.12
C 0.67198 0.75921 0.77328 -0.30
C 0.23449 1.77601 -0.26857 -0.27
N -1.07935 2.32356 0.01884 0.00
C 2.10889 0.20935 0.52904 -0.07
C 3.04060 1.41339 0.58799 -0.48
O 3.83706 1.63045 -0.31187 0.10
O 3.08258 2.14142 1.78604 0.04
H -3.17797 0.66020 0.68630 0.08
H -4.07700 0.23306 -0.86214 0.08
H -3.73941 -1.11065 0.29633 0.08
H -2.38672 -0.94725 -1.84152 0.13
H -1.65531 0.64215 -1.35722 0.09
H -1.43529 -2.01313 0.26259 0.15
H 0.92184 -0.90024 -1.50473 0.11
H -0.37781 -2.09332 -1.91515 0.09
H 0.47232 -3.63426 -0.16126 0.09
H 1.64237 -3.19399 -1.50212 0.07
H 1.84023 -2.53639 0.11709 0.08
H -1.22335 -0.03908 1.64688 0.10
H 0.25842 -0.97513 1.70908 0.12
H 0.72603 1.37235 1.68409 0.12
H 0.22896 1.28960 -1.31941 0.14
H 1.01866 2.54931 -0.37112 0.12
H -1.39909 2.84763 -0.82471 0.10
H -0.94446 3.00523 0.76982 0.09
H 2.33159 -0.51392 1.32413 0.13
H 2.23041 -0.31620 -0.38828 0.09
H 2.25588 1.86365 2.37966 0.16
```

## Properties
**Charge**: 0
**SMILES**: CCC(CC)C[C@H](CN)CC(=O)O
**HOMO energy**: -9.83 eV

=====

<b>
Here is C10H21NO2 in the gas phase from OMol25. Energies are from ωB97M-V/def2-TZVPD.

The geometry in XYZ format:
```
34
Properties=species:S:1:pos:R:3:lowdin_charge:R:1
C -3.33559 0.87104 0.99213 -0.11
C -2.49205 1.07174 -0.27643 -0.24
C -2.24594 -0.17954 -1.14331 -0.20
C -2.12474 -1.51154 -0.40429 -0.20
C -0.98461 -1.60181 0.59566 -0.24
N 0.31496 -1.51719 -0.07846 -0.03
C 1.44568 -1.37029 0.83336 -0.17
C 2.27537 -0.11595 0.58145 -0.35
C 1.40489 1.14621 0.39003 -0.10
C 1.09667 1.59417 -1.02016 -0.27
O 1.10776 0.91447 -2.02061 0.06
O 3.14085 -0.38847 -0.49817 -0.16
C 4.12509 0.60012 -0.69496 -0.09
H -2.73130 0.62054 1.86346 0.06
H -3.84333 1.80662 1.23657 0.07
H -4.10752 0.11621 0.85793 0.07
H -3.02379 1.79478 -0.89856 0.10
H -1.54821 1.55516 -0.01564 0.08
H -3.05051 -0.26262 -1.87596 0.11
H -1.31476 -0.04250 -1.69501 0.09
H -1.93885 -2.28456 -1.15795 0.11
H -3.06191 -1.79566 0.07954 0.10
H -1.02172 -0.81125 1.34327 0.10
H -1.08711 -2.55407 1.13885 0.12
H 0.45852 -2.35615 -0.61901 0.12
H 1.10912 -1.34365 1.87506 0.12
H 2.13701 -2.21145 0.74691 0.13
H 2.88982 0.05990 1.47684 0.14
H 0.45371 0.98087 0.90504 0.11
H 1.86462 1.99845 0.89565 0.11
H 0.89030 2.68260 -1.10805 0.12
H 4.59623 0.39995 -1.65636 0.10
H 4.89420 0.52584 0.07994 0.09
H 3.70713 1.60798 -0.72877 0.08
```

## Properties
**Charge**: 0
**SMILES**: CCCCCNC[C@H](CC=O)OC
**HOMO energy**: -8.75 eV

=====

So which one is most stable? That would be <a>, about 11.7 kcal/mol below the next structure.